No. 1
Molecular formula: C6H6BO4Rb
Method: DFT, the ωB97M-V functional and the def2-TZVPD basis

Each line ends with the Mulliken charge.
Cartesian coordinates (Å):
1 Rb -2.1383 -0.3017 -2.3925  0.7548
2 B 0.6037 0.7658 -3.5802  0.3100
3 H -0.1481 -0.0270 -4.1129  -0.4135
4 H 1.6566 0.7805 -4.1876  -0.2488
5 H 0.0844 1.8756 -3.6305  -0.2322
6 H 0.8218 0.4315 -2.4436  -0.2054
7 C -0.2649 0.1785 3.0458  -0.7941
8 C -1.2798 -0.6084 2.4587  0.4533
9 C -1.0740 -1.0495 1.0013  0.6175
10 O -2.0188 -1.6453 0.4010  -0.8434
11 C 0.1093 -0.7354 0.3375  -0.6186
12 C 1.2023 -0.0564 0.9615  0.1160
13 C 0.9434 0.5186 2.3987  0.5175
14 O 1.8005 1.2850 2.8698  -0.7647
15 O 2.3066 0.1267 0.4527  -0.7287
16 O -2.3396 -0.9316 3.0353  -0.7885
17 H -0.4299 0.4420 4.0865  0.3273
18 H 0.1648 -1.0489 -0.7014  0.5416

Results
HOMO-LUMO gap: 3.4029 eV
charge: -2
LUMO level: 0.123 Ha
E_HOMO: 0.0 eV
DFT total energy: -582.09995 Ha

---

No. 2
Molecular formula: C5H29NO8S2
Method: DFT, the ωB97M-V functional and the def2-TZVPD basis

Each line ends with the Mulliken spin population.
Cartesian coordinates (Å):
1 N -3.2820 0.6500 -1.4519  0.0288
2 C -3.2997 0.3025 -0.0502  0.0050
3 C -3.1601 -1.2653 0.1192  0.0613
4 S -3.1694 -1.8269 1.8780  -0.0012
5 S -1.5137 -2.7866 2.3189  0.0045
6 C -0.1119 -1.4960 2.4369  0.2824
7 C 0.9914 -2.4885 2.3986  0.1423
8 C 1.5295 -2.8095 0.9986  0.2498
9 H -2.6805 0.0443 -2.0591  -0.0088
10 H -4.1855 0.6334 -1.8854  -0.0019
11 H -4.1778 0.6605 0.5251  -0.0099
12 H -2.4928 0.8228 0.4908  0.0285
13 H -2.3074 -1.4699 -0.4674  -0.0016
14 H -4.1856 -1.6185 -0.2143  0.0013
15 H -0.2099 -0.9501 3.4370  -0.0819
16 H -0.0330 -0.7502 1.6022  0.1851
17 H 1.8394 -2.0773 2.9786  -0.1321
18 H 0.8327 -3.4285 2.8473  -0.0192
19 H 0.8937 -3.2353 0.2474  -0.0280
20 H 2.4894 -3.5014 1.1891  -0.0060
21 H 1.8799 -1.9082 0.4794  -0.0466
22 H 3.2691 0.5127 -0.7078  0.1235
23 H 3.0053 -0.2007 0.5502  0.1639
24 O 3.1191 -0.4544 -0.3506  -0.1506
25 H 2.9183 1.7874 -1.9937  -0.0115
26 H 2.3502 2.5968 -3.0448  0.0734
27 O 2.0942 1.8380 -2.4511  -0.0456
28 H 2.5482 1.8664 0.7758  0.5531
29 H 3.9955 2.7227 0.4326  0.0221
30 O 3.2128 2.2295 -0.0450  -0.3875
31 H 0.7610 0.8860 1.0879  0.0374
32 H 1.4772 0.6992 2.4073  0.6016
33 O 1.6165 0.8566 1.5216  -1.2231
34 H 0.6204 2.4033 -1.6549  0.0225
35 H -0.7231 2.1776 -2.3203  0.0350
36 O -0.3137 2.4924 -1.4550  0.0621
37 H -1.3593 -1.6471 -3.4142  -0.0021
38 H -0.7937 -0.5534 -2.5084  -0.0030
39 O -1.5391 -0.7228 -3.1900  -0.0051
40 H 1.3432 -0.2699 -1.6178  -0.0646
41 H 0.1440 -0.3544 -0.5696  0.0817
42 O 0.4488 -0.5785 -1.4937  0.4043
43 H -1.3711 2.8203 0.1374  0.0291
44 H -1.2236 4.1541 1.0712  -0.0308
45 O -1.2468 3.2370 1.0139  0.0622

Results
HOMO-LUMO gap (spin up / spin down): 2.6730 / 8.5801 eV
charge: -1
LUMO level (spin up / spin down): 0.102 / 0.101 Ha
2S+1: 2
E_HOMO (spin up / spin down): 0.1 / -5.8 eV
DFT total energy: -1660.85679 Ha

---

No. 3
Molecular formula: C10H17BrClINOS
Method: DFT, the ωB97M-V functional and the def2-TZVPD basis

Each line ends with the natural charge from an NBO analysis.
Cartesian coordinates (Å):
1 C -0.8689 -2.9687 0.4223  -0.2552
2 O -1.1710 -2.0211 -0.5805  -0.5469
3 C -2.1174 -1.0587 -0.1649  -0.0763
4 C -2.0548 0.1366 -1.1257  -0.4283
5 C -2.0487 1.5497 -0.5205  -0.4591
6 C -0.8443 1.8806 0.3891  0.1151
7 Br -0.3339 3.7604 0.0945  0.0882
8 N 0.3107 1.0642 0.0216  -0.5574
9 C 0.9420 0.3924 0.9381  0.2537
10 C 2.1154 -0.5228 0.6945  -0.5232
11 C 3.1666 -0.0358 -0.3128  -0.3039
12 C 2.6462 0.2960 -1.7132  -0.6707
13 I 4.6346 -1.6112 -0.4217  0.1486
14 S 0.3280 0.5816 2.5085  0.4876
15 C -0.9955 1.7241 1.9465  -0.3985
16 Cl -2.5714 1.2012 2.5435  0.0528
17 H -0.5355 -2.4817 1.3528  0.1520
18 H -0.0755 -3.6094 0.0347  0.2055
19 H -1.7377 -3.5928 0.6646  0.1895
20 H -3.1284 -1.4880 -0.1894  0.1937
21 H -1.9311 -0.7807 0.8810  0.1551
22 H -2.9157 0.1033 -1.8001  0.2455
23 H -1.1852 -0.0081 -1.7775  0.2118
24 H -2.0355 2.2615 -1.3502  0.2511
25 H -2.9667 1.7508 0.0339  0.2548
26 H 0.5807 1.0313 -0.9527  0.4618
27 H 1.7130 -1.4978 0.3926  0.2831
28 H 2.5895 -0.6741 1.6698  0.2635
29 H 3.7212 0.7996 0.1184  0.2359
30 H 1.7631 -0.3041 -1.9655  0.2118
31 H 3.3948 0.0894 -2.4776  0.2665
32 H 2.4029 1.3630 -1.7983  0.2172
33 H -0.7917 2.6692 2.4441  0.2748

Results
HOMO-LUMO gap: 8.3326 eV
charge: +1
LUMO level: -0.158 Ha
E_HOMO: -12.6 eV
DFT total energy: -4251.06315 Ha

---

No. 4
Molecular formula: C15H13NO3S2
Method: DFT, the ωB97M-V functional and the def2-TZVPD basis

Each line ends with the natural charge from an NBO analysis.
Cartesian coordinates (Å):
1 C -0.4155 -3.0716 -0.6801  -0.6364
2 C -1.0191 -1.7333 -0.3797  -0.0555
3 C -2.3635 -1.5683 -0.4244  -0.1433
4 C -3.1137 -0.3822 -0.0552  -0.0042
5 C -4.2475 -0.0345 -0.7957  -0.2128
6 C -4.9793 1.0918 -0.4776  -0.2055
7 C -4.6115 1.8793 0.6025  -0.2050
8 C -3.5118 1.5268 1.3671  -0.1937
9 C -2.7685 0.4068 1.0452  -0.2254
10 C -0.1510 -0.6273 -0.1147  -0.1268
11 C 1.1809 -0.6222 0.1269  -0.3140
12 S 2.2835 -1.9736 0.3075  0.3950
13 C 3.6449 -0.9086 0.6032  -0.0878
14 S 5.1683 -1.4086 0.8972  -0.0581
15 N 3.2423 0.3908 0.5660  -0.4585
16 C 4.1769 1.4762 0.6917  -0.3441
17 C 5.0363 1.6576 -0.5534  0.7942
18 O 5.9857 2.3837 -0.6092  -0.5766
19 O 4.5959 0.9300 -1.5804  -0.6857
20 C 1.9031 0.6386 0.3069  0.6592
21 O 1.4328 1.7529 0.2604  -0.5650
22 H -1.1766 -3.7695 -1.0188  0.2253
23 H 0.0531 -3.4818 0.2142  0.2233
24 H 0.3517 -2.9877 -1.4476  0.2234
25 H -2.9652 -2.4000 -0.7707  0.2062
26 H -4.5319 -0.6436 -1.6416  0.2116
27 H -5.8426 1.3565 -1.0702  0.2161
28 H -5.1885 2.7561 0.8547  0.2161
29 H -3.2337 2.1249 2.2219  0.2166
30 H -1.9398 0.1132 1.6721  0.2189
31 H -0.5946 0.3618 -0.1515  0.2512
32 H 4.8401 1.3183 1.5469  0.2606
33 H 3.5931 2.3911 0.8421  0.2738
34 H 5.1655 1.0566 -2.3557  0.5069

Results
HOMO-LUMO gap: 7.2335 eV
LUMO level: -0.037 Ha
SMILES: CC(=C/c1ccccc1)/C=C1\SC(=S)N(CC(=O)O)C1=O
E_HOMO: -8.2 eV
relative energy (zero: lowest compared OMol25 entry of this formula, charge and spin): 0.00 kJ/mol
DFT total energy: -1656.27677 Ha

---

Which of these has the lowest DFT total energy?
C10H17BrClINOS